No. 1
DFT (ωB97M-V/def2-TZVPD) results for a molecular structure, C24H36LiO18 in a non-equilibrium geometry.

Structure (XYZ):
```
79
C24H36LiO18 | OMol25 | ωB97M-V/def2-TZVPD
Li 0.052 -0.171 -0.305
C 4.904 -0.367 3.474
C 3.474 -0.171 3.728
C 2.931 1.282 3.690
O 2.074 1.108 2.607
C 1.834 -0.197 2.292
O 0.933 -0.682 1.590
O 2.557 -0.964 3.044
H 5.272 0.168 4.201
H 4.891 -0.122 2.337
H 5.199 -1.307 3.571
H 3.330 -0.526 4.850
H 3.734 1.966 3.545
H 2.407 1.767 4.532
C -3.549 -5.719 0.973
C -2.539 -5.258 -0.053
C -3.303 -4.642 -1.288
O -2.724 -3.280 -1.244
C -1.676 -3.106 -0.300
O -1.002 -2.162 -0.069
O -1.634 -4.220 0.498
H -4.116 -5.195 1.306
H -2.900 -6.274 1.760
H -4.132 -6.373 0.649
H -1.979 -6.122 -0.495
H -4.456 -4.503 -1.070
H -3.312 -5.200 -2.365
C 5.737 0.340 -2.447
C 4.872 -0.744 -1.869
C 4.726 -0.794 -0.442
O 3.398 -1.187 -0.309
C 2.699 -1.137 -1.438
O 1.524 -1.524 -1.626
O 3.546 -0.850 -2.346
H 6.596 0.553 -1.787
H 5.346 1.288 -1.934
H 5.772 0.340 -3.614
H 5.240 -1.798 -2.344
H 4.403 0.149 0.015
H 5.190 -1.617 0.223
C -5.202 0.333 -1.988
C -3.967 -0.486 -2.404
C -3.622 -0.351 -3.934
O -2.332 0.167 -3.787
C -1.923 0.167 -2.519
O -0.794 0.471 -2.150
O -2.855 -0.232 -1.683
H -5.425 0.013 -1.075
H -6.094 0.330 -2.656
H -4.843 1.381 -2.036
H -4.241 -1.521 -2.294
H -4.051 0.343 -4.519
H -3.617 -1.018 -4.589
C -5.401 2.302 2.168
C -4.165 1.432 2.755
C -4.362 -0.077 2.591
O -3.112 -0.409 2.016
C -2.578 0.699 1.458
O -1.582 0.705 0.763
O -3.134 1.751 1.923
H -5.480 2.345 1.191
H -5.213 3.449 2.718
H -6.354 1.889 2.641
H -3.980 1.937 3.581
H -5.261 -0.406 2.279
H -4.251 -0.428 3.437
C 2.697 5.202 -2.303
C 3.293 3.960 -1.623
C 3.723 4.131 -0.199
O 2.780 3.220 0.553
C 2.161 2.567 -0.380
O 1.302 1.632 -0.220
O 2.456 2.868 -1.576
H 3.574 5.979 -2.294
H 1.602 5.470 -2.005
H 2.502 4.858 -3.474
H 4.065 3.730 -2.147
H 3.722 5.257 0.212
H 4.645 3.592 0.026
```

Computed properties:
Total charge   +1
Energy relative to the best compared isomer or geometry (same formula, charge and spin)   611.8 kJ/mol
Maximum force   0.3813 Eh/bohr

No. 2
DFT (ωB97M-V/def2-TZVPD) results for a molecular structure, C24H36N8NaO3PSe2 in a non-equilibrium geometry.

Structure (XYZ):
```
75
C24H36N8NaO3PSe2 | OMol25 | ωB97M-V/def2-TZVPD
Na -0.190 0.616 -0.256
C -1.911 -4.396 -0.319
N -1.650 -3.218 -1.101
C -1.085 -3.230 -2.323
C -1.048 -1.937 -2.766
N -1.597 -1.137 -1.812
C -1.999 -1.939 -0.855
P -2.875 -1.403 0.692
C -3.331 0.352 0.137
N -2.546 1.281 -0.441
C -3.245 2.447 -0.390
C -4.421 2.241 0.263
N -4.485 0.920 0.583
C -5.459 0.366 1.504
C -1.650 -0.876 1.994
N -1.334 0.371 2.275
C -0.534 0.309 3.361
C -0.419 -0.974 3.788
N -1.146 -1.719 2.946
C -1.276 -3.173 3.082
H -1.989 -5.214 -0.999
H -1.067 -4.703 0.353
H -2.843 -4.310 0.193
H -0.722 -4.181 -2.708
H -0.676 -1.524 -3.712
H -2.852 3.290 -0.964
H -5.248 2.844 0.584
H -6.019 -0.466 1.036
H -4.974 0.019 2.443
H -6.182 1.229 1.658
H -0.098 1.196 3.865
H 0.125 -1.426 4.628
H -1.194 -3.521 4.114
H -2.198 -3.499 2.667
H -0.403 -3.613 2.575
N 2.306 -1.659 -2.035
C 2.236 -2.835 -1.183
C 1.362 -2.557 0.001
O 1.118 -3.492 0.817
O 0.855 -1.406 0.090
H 1.365 -1.294 -2.101
H 2.594 -1.935 -2.948
H 3.216 -3.213 -0.901
H 1.730 -3.677 -1.673
O 2.965 0.895 -0.940
C 3.117 1.514 -2.173
C 1.876 1.542 -3.031
C 2.115 1.680 -4.411
C 1.070 1.699 -5.283
C -0.169 1.551 -4.757
C -0.336 1.372 -3.418
N 0.659 1.424 -2.541
H 2.895 -0.044 -1.149
H 3.881 1.038 -2.753
H 3.556 2.491 -1.921
H 3.120 1.799 -4.699
H 1.233 1.802 -6.418
H -1.023 1.616 -5.420
H -1.322 1.262 -3.016
C 3.329 0.345 3.903
Se 3.284 0.284 1.894
C 3.850 2.093 1.591
C 2.735 3.158 1.703
Se 1.133 3.079 0.485
C 0.013 4.294 1.485
H 4.286 0.705 4.207
H 3.274 -0.752 4.166
H 2.502 0.901 4.379
H 4.336 2.014 0.614
H 4.687 2.402 2.224
H 3.107 4.174 1.519
H 2.321 3.100 2.697
H 0.162 5.303 1.135
H 0.084 4.274 2.568
H -0.981 4.035 1.199
```

Computed properties:
Energy relative to the best compared isomer or geometry (same formula, charge and spin)   0.0 kJ/mol
Maximum force   0.0572 Eh/bohr

No. 3
DFT (ωB97M-V/def2-TZVPD) results for a molecular structure, C24H36NOTc in a non-equilibrium geometry.

Structure (XYZ):
```
63
C24H36NOTc | OMol25 | ωB97M-V/def2-TZVPD
C -1.791 1.259 -1.005
C -0.814 0.881 -1.982
C 0.414 1.573 -1.695
C 0.183 2.421 -0.554
C -1.177 2.200 -0.100
Tc -0.088 0.401 0.066
C 2.848 -0.251 1.234
C 1.444 -0.223 1.655
H 1.133 -1.097 2.226
C 0.719 1.008 1.852
H 1.326 1.889 1.906
H 0.017 1.022 2.665
C 3.784 -1.374 1.820
H 3.218 -2.333 1.863
H 4.727 -1.481 1.228
H 4.097 -1.147 2.895
C 3.572 0.997 0.639
H 2.952 1.439 -0.206
H 3.704 1.805 1.452
H 4.588 0.683 0.255
C -1.042 -0.095 -3.082
H -1.623 -0.954 -2.716
H -1.609 0.375 -3.899
H -0.091 -0.461 -3.479
C 1.636 1.546 -2.546
H 1.832 0.530 -2.890
H 1.488 2.184 -3.428
H 2.510 1.917 -2.006
C 1.044 3.548 -0.098
H 2.096 3.365 -0.349
H 0.738 4.490 -0.591
H 0.952 3.701 0.987
C -1.877 2.932 0.993
H -1.163 3.331 1.717
H -2.473 3.769 0.603
H -2.564 2.261 1.520
C -3.236 0.893 -1.008
H -3.664 0.992 -0.006
H -3.811 1.548 -1.679
H -3.371 -0.135 -1.357
C 1.441 -1.653 -1.885
C 2.622 -1.389 -1.001
C 1.607 -2.506 -2.919
C 3.781 -1.391 -1.738
H 2.724 -1.764 0.167
C 2.762 -2.410 -3.777
H 0.603 -3.194 -3.402
C 3.844 -1.739 -3.075
H 4.718 -0.926 -1.343
H 2.744 -2.752 -4.834
H 4.582 -1.502 -3.776
C -3.004 -1.449 3.222
N -3.002 -2.056 1.888
C -3.959 -3.115 1.589
C -2.129 -1.674 0.967
O -1.251 -0.788 1.252
H -3.797 -1.941 3.785
H -3.223 -0.372 3.166
H -2.046 -1.604 3.735
H -4.602 -2.829 0.746
H -3.445 -4.051 1.329
H -4.577 -3.272 2.474
H -2.192 -2.149 -0.032
```

Computed properties:
Total charge   +1
DFT total energy   -1146.389351 hartree
Maximum force   0.1081 Eh/bohr
2S+1   4

Which formula does entry 1 have? C24H36LiO18

Which of these has the highest maximum force? C24H36LiO18